1.
Molecular formula: C19H15Cl3CoNS4Si
Method: DFT, wB97M-V/def2-TZVPD

Last column: Mulliken charge in e.
Geometry (Å):
Co  -0.07  0.26  0.00  0.066
S  0.20  0.59  -2.19  -0.167
C  -1.43  0.75  -2.82  0.826
C  -1.70  1.43  -4.00  -0.841
C  -3.00  1.53  -4.47  -0.487
C  -4.06  0.96  -3.77  -0.611
C  -3.81  0.28  -2.59  -0.463
C  -2.50  0.18  -2.13  -0.112
S  -2.09  -0.72  -0.66  -0.143
C  -1.41  -2.18  -1.54  -1.083
C  -0.20  -2.71  -0.84  0.706
C  0.34  -3.96  -1.10  -0.997
C  1.39  -4.40  -0.31  -0.275
C  1.81  -3.63  0.77  -1.005
C  1.21  -2.39  0.95  0.648
C  1.48  -1.51  2.13  -1.014
S  0.20  -0.20  2.29  -0.255
C  1.36  1.02  2.85  0.193
C  1.47  1.35  4.19  -0.570
C  2.42  2.28  4.58  -0.634
C  3.25  2.85  3.62  -0.512
C  3.13  2.52  2.28  -0.772
C  2.17  1.59  1.87  0.755
S  1.95  1.19  0.18  -0.201
N  0.29  -1.93  0.11  0.251
H  -0.88  1.90  -4.54  0.452
H  -3.20  2.07  -5.38  0.388
H  -5.07  1.06  -4.13  0.395
H  -4.61  -0.16  -2.01  0.437
H  -1.17  -1.87  -2.56  0.442
H  -2.19  -2.95  -1.58  0.573
H  -0.06  -4.58  -1.89  0.472
H  1.85  -5.36  -0.49  0.414
H  2.57  -3.98  1.45  0.472
H  2.44  -1.01  2.03  0.443
H  1.48  -2.09  3.05  0.559
H  0.80  0.89  4.91  0.439
H  2.51  2.56  5.62  0.390
H  3.99  3.58  3.92  0.379
H  3.75  2.99  1.54  0.438
Cl  -0.80  3.23  1.99  -0.266
Si  -0.84  2.36  0.10  0.811
Cl  -2.90  2.42  -0.27  -0.271
Cl  -0.09  3.83  -1.12  -0.273

Summary:
ΔE to the lowest compared entry with this formula, charge and spin	0.571	eV
charge	0

***

2.
Molecular formula: C19H15Cl5NO2PPbS
Method: DFT, wB97M-V/def2-TZVPD

Last column: Mulliken charge in e.
Geometry (Å):
Pb  -1.98  -0.67  0.46  0.816
O  -2.48  0.16  2.62  -0.773
N  -1.63  -0.09  3.63  0.610
C  -1.64  0.75  4.71  -0.261
C  -0.88  0.48  5.79  -0.771
C  -0.02  -0.61  5.76  -0.265
C  0.09  -1.42  4.65  -0.797
C  -0.73  -1.09  3.59  0.610
S  -0.51  -2.01  2.08  -0.355
H  -2.41  1.49  4.61  0.463
H  -1.18  0.97  6.66  0.441
H  0.47  -0.90  6.67  0.399
H  0.68  -2.33  4.61  0.449
Cl  2.40  -5.43  -5.12  -0.115
C  1.51  -4.47  -4.07  0.396
C  1.32  -3.10  -4.34  0.183
Cl  1.92  -2.43  -5.75  -0.154
C  0.68  -2.31  -3.40  0.347
Cl  0.37  -0.66  -3.61  -0.068
C  0.23  -2.89  -2.16  -0.372
O  -0.35  -2.18  -1.29  -0.365
C  0.33  -4.33  -1.93  0.342
Cl  -0.43  -5.08  -0.61  -0.131
C  0.98  -5.10  -2.88  0.062
Cl  1.19  -6.77  -2.67  -0.140
C  -0.06  2.64  1.69  -1.179
P  -0.08  1.35  0.36  0.793
C  1.61  0.71  0.46  -1.311
C  -0.32  2.27  -1.18  0.763
C  0.82  2.73  -1.85  -0.378
C  0.71  3.46  -3.02  -0.524
C  -0.54  3.82  -3.49  -0.588
C  -1.66  3.42  -2.81  -0.435
C  -1.61  2.67  -1.65  -0.698
H  0.78  3.29  1.58  0.449
H  -0.05  2.14  2.66  0.318
H  -0.98  3.18  1.66  0.398
H  2.37  1.46  0.54  0.480
H  1.80  0.26  -0.49  0.411
H  1.67  -0.08  1.21  0.305
H  1.83  2.44  -1.47  0.182
H  1.61  3.82  -3.52  0.406
H  -0.65  4.40  -4.44  0.358
H  -2.68  3.62  -3.17  0.352
H  -2.51  2.41  -1.08  0.347

Summary:
ΔE to the lowest compared entry with this formula, charge and spin	0.124	eV
charge	+1
expectation value of S²	0.795
multiplicity	2

***

3.
Molecular formula: C19H15ClN2O
Method: DFT, wB97M-V/def2-TZVPD

Last column: Mulliken charge in e.
Geometry (Å):
Cl  3.69  -0.69  -5.37  -0.203
N  -0.26  -0.25  1.52  -0.895
O  2.62  -0.55  2.15  -0.360
C  0.68  0.15  0.77  -0.224
C  3.95  -0.26  2.25  -0.371
C  4.26  0.68  1.33  -0.526
C  3.06  1.12  0.67  -0.263
C  2.05  0.31  1.17  0.064
C  -5.27  -0.82  2.52  -0.300
C  -5.20  -0.15  1.32  -0.763
C  -4.06  -1.12  3.28  -0.623
C  2.36  -1.20  -3.01  -0.537
C  2.23  1.05  -3.76  -0.497
C  -3.95  0.00  0.69  -0.277
C  -2.84  -0.77  2.73  -0.278
C  1.59  -0.91  -1.93  -0.394
C  1.34  1.35  -2.61  -0.234
C  2.73  -0.25  -4.00  0.050
C  -2.74  -0.25  1.47  0.766
C  1.03  0.34  -1.74  -0.013
N  -1.46  0.04  0.89  0.584
C  0.23  0.68  -0.55  0.742
C  -1.20  0.26  -0.57  -0.969
H  4.70  -0.76  2.95  0.356
H  5.25  1.01  1.08  0.421
H  2.79  2.01  0.08  0.429
H  -6.28  -1.22  2.88  0.266
H  -6.10  -0.04  0.79  0.358
H  -3.99  -1.61  4.20  0.420
H  2.78  -2.22  -3.10  0.331
H  2.55  1.84  -4.51  0.271
H  -3.93  0.30  -0.38  0.233
H  -1.79  -0.77  3.17  0.305
H  1.29  -1.67  -1.23  0.421
H  0.93  2.31  -2.53  0.507
H  0.11  1.76  -0.38  0.477
H  -1.29  -0.68  -1.08  0.407
H  -1.87  0.98  -1.18  0.317

Summary:
ΔE to the lowest compared entry with this formula, charge and spin	4.503	eV
charge	0

***

4.
Molecular formula: C19H15F3N2O3
Method: DFT, wB97M-V/def2-TZVPD

Last column: Mulliken charge in e.
Geometry (Å):
O  -0.79  -3.09  1.15  -0.622
C  -1.49  -2.80  0.21  0.674
O  -1.07  -2.78  -1.06  -0.365
C  0.33  -2.99  -1.28  -1.004
C  1.07  -1.69  -1.16  0.644
C  2.18  -1.56  -0.34  -0.494
C  2.84  -0.34  -0.26  0.287
C  2.41  0.75  -1.00  -0.703
C  1.28  0.63  -1.80  -0.672
C  0.62  -0.58  -1.88  -0.400
H  -0.26  -0.68  -2.50  0.440
H  0.92  1.48  -2.36  0.451
H  2.93  1.69  -0.93  0.419
C  4.06  -0.21  0.60  0.892
F  4.07  -1.03  1.65  -0.276
F  4.26  1.03  1.06  -0.263
F  5.18  -0.52  -0.11  -0.288
H  2.52  -2.39  0.25  0.391
H  0.41  -3.40  -2.29  0.379
H  0.71  -3.72  -0.55  0.427
C  -2.93  -2.37  0.31  -0.521
H  -3.25  -1.95  -0.65  0.348
H  -3.55  -3.24  0.55  0.324
C  -3.07  -1.32  1.42  -1.040
C  -2.15  -0.17  1.17  0.497
N  -2.55  0.82  0.46  -0.659
C  -1.68  1.86  0.23  0.234
C  -2.12  2.95  -0.53  -0.272
C  -1.28  4.01  -0.76  -0.425
C  0.02  4.02  -0.23  -0.790
C  0.47  2.96  0.51  -0.599
C  -0.37  1.87  0.74  0.692
C  0.10  0.71  1.49  -0.222
O  1.22  0.54  1.92  -0.682
N  -0.89  -0.25  1.69  0.131
H  -0.60  -1.10  2.18  0.369
H  1.46  2.94  0.94  0.590
H  0.66  4.87  -0.41  0.426
H  -1.62  4.86  -1.34  0.405
H  -3.12  2.94  -0.92  0.488
H  -4.10  -0.95  1.44  0.427
H  -2.83  -1.78  2.38  0.362

Summary:
ΔE to the lowest compared entry with this formula, charge and spin	0.000	eV
charge	0

***

5.
Molecular formula: C19H15F4N2O
Method: DFT, wB97M-V/def2-TZVPD

Last column: Mulliken charge in e.
Geometry (Å):
O  0.89  1.99  2.17  -0.643
C  0.18  0.98  2.17  0.311
C  -1.33  1.11  2.30  -0.472
C  -2.07  -0.13  2.81  -0.823
C  -1.47  -1.44  2.28  -0.386
C  0.02  -1.53  2.60  -1.085
C  0.77  -0.36  2.03  0.765
N  2.12  -0.35  2.29  0.850
N  3.26  -0.41  2.41  -0.826
H  -1.54  1.96  2.97  0.387
H  -1.73  1.39  1.31  0.159
H  -2.06  -0.13  3.91  0.331
H  -3.13  -0.06  2.50  0.374
H  -2.00  -2.29  2.73  0.352
H  -1.61  -1.49  1.19  0.131
H  0.17  -1.55  3.70  0.443
H  0.44  -2.46  2.21  0.356
F  4.98  2.59  -1.15  -0.299
C  3.61  2.40  -1.11  0.097
C  2.80  3.54  -1.18  -0.704
C  1.43  3.31  -1.15  0.432
F  0.58  4.40  -1.14  -0.298
C  0.87  2.04  -1.08  -0.795
C  1.71  0.89  -0.94  1.360
C  1.07  -0.37  -0.75  -0.467
C  1.56  -1.68  -1.03  1.203
C  0.60  -2.75  -0.97  -0.905
C  1.01  -4.06  -1.11  0.376
F  0.07  -5.06  -1.02  -0.288
C  2.34  -4.43  -1.32  -0.651
C  3.25  -3.38  -1.44  0.307
F  4.58  -3.71  -1.64  -0.289
C  2.90  -2.04  -1.36  -0.899
C  3.12  1.11  -0.97  -0.776
H  3.21  4.54  -1.24  0.515
H  -0.21  1.91  -1.11  0.500
H  -0.02  -0.31  -0.67  0.380
H  -0.45  -2.51  -0.84  0.446
H  2.64  -5.47  -1.40  0.510
H  3.65  -1.29  -1.57  0.581
H  3.82  0.29  -0.83  0.439

Summary:
ΔE to the lowest compared entry with this formula, charge and spin	0.123	eV
charge	+1

***

6.
Molecular formula: C19H15N2O4PS
Method: DFT, wB97M-V/def2-TZVPD

Last column: Mulliken charge in e.
Geometry (Å):
O  1.98  -2.64  4.22  -0.735
N  4.64  0.47  -1.97  -0.657
O  2.27  -0.56  0.78  -0.184
O  0.36  -3.00  2.48  -0.502
O  0.49  -0.74  3.72  -0.417
S  2.92  2.07  -3.13  -0.180
C  4.44  1.20  -3.03  0.520
C  4.51  -0.75  0.86  -0.672
C  4.00  -1.38  2.03  -0.075
C  3.50  0.53  -1.12  -0.441
C  3.45  -0.25  0.12  0.225
C  2.49  1.35  -1.61  0.260
C  2.63  -1.27  1.94  -0.302
C  -5.06  1.48  2.30  -0.283
C  -5.02  1.68  0.96  -0.643
C  -3.86  1.38  3.04  -0.679
C  0.02  1.09  -1.63  -0.575
C  1.10  2.12  0.29  -0.446
C  -3.81  1.81  0.31  -0.388
C  -2.62  1.48  2.38  -0.401
C  -1.23  1.16  -1.01  -0.955
C  -0.13  2.15  0.94  -0.610
C  1.17  1.56  -0.99  0.458
C  -2.57  1.72  1.01  0.663
C  -1.30  1.67  0.30  0.818
N  5.48  1.18  -3.88  -0.429
P  1.35  -1.93  3.12  0.810
H  0.86  -3.83  2.53  0.345
H  -0.07  -1.29  4.30  0.306
H  5.55  -0.61  0.58  0.501
H  4.62  -1.85  2.81  0.505
H  -5.99  1.39  2.87  0.335
H  -5.97  1.85  0.45  0.335
H  -3.87  1.17  4.08  0.416
H  0.15  0.72  -2.65  0.466
H  1.99  2.49  0.80  0.485
H  -3.77  2.05  -0.75  0.419
H  -1.72  1.32  2.95  0.268
H  -2.10  0.79  -1.56  0.374
H  -0.19  2.50  1.93  0.570
H  6.19  0.47  -3.69  0.254
H  5.33  1.48  -4.84  0.241

Summary:
ΔE to the lowest compared entry with this formula, charge and spin	0.000	eV
charge	0

***

| no. | electronic energy (eV) |
| --- | --- |
| 1 | -147855.87429 |
| 2 | -113508.44290 |
| 3 | -37493.33084 |
| 4 | -37224.21228 |
| 5 | -35834.34785 |
| 6 | -51242.43775 |